Entry 1:
{"formula": "C7H13FIN", "method": "ωB97M-V with the def2-TZVPD basis set", "species": ["C", "N", "C", "C", "C", "C", "C", "C", "F", "I", "H", "H", "H", "H", "H", "H", "H", "H", "H", "H", "H", "H", "H"], "positions_angstrom": [[0.78048, 2.70387, -0.01205], [0.47462, 1.30122, -0.44209], [-0.96925, 1.09240, -0.81871], [-1.38312, -0.14122, -0.10086], [-0.08998, -0.92783, 0.08774], [-0.14912, -1.84996, 1.26068], [0.20567, -1.78646, -1.13214], [0.82447, 0.27504, 0.34702], [0.69488, 0.45103, 1.82200], [2.99481, -0.21779, 0.13801], [0.67618, 2.70886, 1.10978], [1.76525, 2.92631, -0.37482], [0.13871, 3.44397, -0.42430], [-0.91691, 0.95986, -1.91079], [-1.54652, 2.05975, -0.49593], [-1.68877, 0.12107, 0.96668], [-2.07697, -0.75929, -0.70090], [-0.58502, -2.73800, 0.99472], [-0.80062, -1.59304, 2.12492], [0.82109, -2.07248, 1.71888], [1.13570, -2.17681, -0.85451], [0.28443, -1.22453, -1.99698], [-0.59002, -2.55598, -1.30634]], "atomic_forces_ev_per_a": [[0.6, -1.9, 1.4], [-1.9, 2.1, 0.1], [0.2, 2.4, -0.4], [-0.8, -0.5, 1.4], [-0.8, 0.4, -0.2], [0.3, 0.8, 2.6], [-1.3, -0.3, 1.3], [1.7, -2.0, 1.9], [0.3, 0.8, -1.6], [-0.5, 0.3, 0.2], [0.5, 0.4, -1.1], [0.7, 0.2, 0.4], [-0.9, 0.1, -0.6], [-0.7, 0.3, 0.3], [0.8, -1.9, -0.9], [-0.4, -0.4, -1.6], [-0.2, 0.5, 0.8], [-0.8, -2.5, -1.1], [0.5, 0.8, -0.6], [0.0, 0.1, -0.4], [1.4, -1.4, -0.4], [0.4, 1.2, -1.9], [0.8, 0.6, 0.5]], "e_homo_ha": -0.334, "smiles": "CN1CCC(C)(C)[C@@]1(F)I"}

Entry 2:
{"formula": "C55H54F6N3O", "method": "ωB97M-V with the def2-TZVPD basis set", "species": ["C", "C", "C", "C", "C", "C", "C", "C", "C", "C", "C", "C", "N", "N", "N", "C", "C", "C", "C", "C", "C", "C", "C", "C", "C", "C", "C", "C", "C", "C", "C", "C", "F", "F", "F", "C", "C", "C", "F", "F", "F", "C", "C", "C", "H", "H", "H", "H", "H", "H", "H", "H", "H", "H", "H", "H", "H", "H", "H", "H", "H", "H", "H", "H", "H", "H", "H", "H", "H", "H", "H", "H", "H", "H", "H", "H", "H", "H", "H", "H", "H", "H", "H", "C", "O", "C", "C", "C", "C", "C", "C", "C", "C", "C", "C", "C", "C", "C", "C", "C", "C", "C", "C", "C", "H", "H", "H", "H", "H", "H", "H", "H", "H", "H", "H", "H", "H", "H", "H"], "positions_angstrom": [[-3.67747, -2.50662, 4.71169], [-3.62709, -0.97925, 4.64006], [-4.00910, -0.38394, 5.99903], [-4.49194, -0.50864, 3.47464], [-5.86009, -0.32783, 3.65561], [-6.71157, -0.20512, 2.55477], [-6.20166, -0.28404, 1.25554], [-4.83576, -0.47731, 1.04467], [-4.29726, -0.73036, -0.36624], [-4.13454, 0.56797, -1.15058], [-5.07566, -1.82468, -1.10239], [-3.97709, -0.43532, 2.16055], [-2.57139, -0.66462, 1.91902], [-2.25522, -1.93890, 1.57778], [-0.90178, -1.98553, 1.57887], [-0.26916, -3.04328, 0.85202], [0.59532, -2.74804, -0.22905], [0.56510, -1.39620, -0.93624], [-0.61100, -1.34248, -1.92064], [1.92286, -1.03696, -1.54810], [1.39953, -3.77808, -0.71269], [1.18528, -5.09207, -0.28912], [0.19739, -5.38484, 0.64789], [-0.55857, -4.36013, 1.22534], [-1.61428, -4.73064, 2.26720], [-0.97050, -5.33254, 3.51341], [-2.67566, -5.65810, 1.67138], [-0.35480, -0.76835, 1.97144], [1.08118, -0.72278, 2.15662], [1.71895, -1.90325, 2.63008], [3.09245, -2.04226, 2.58391], [3.68004, -3.36588, 3.00698], [4.88699, -3.62395, 2.42664], [3.85135, -3.44817, 4.36397], [2.85265, -4.41408, 2.66200], [3.90773, -0.97626, 2.21232], [3.30083, 0.19829, 1.79252], [4.16140, 1.34233, 1.34073], [3.81388, 1.77946, 0.07836], [4.03125, 2.43242, 2.17922], [5.48953, 1.04796, 1.30192], [1.91396, 0.35719, 1.78986], [-1.41164, 0.13647, 2.12526], [-1.33207, 1.51295, 2.35529], [-3.37376, -2.94806, 3.75618], [-3.02732, -2.90467, 5.50180], [-4.70354, -2.84187, 4.92108], [-2.59963, -0.66722, 4.42550], [-4.07596, 0.70988, 5.95376], [-4.96328, -0.78639, 6.36632], [-3.24052, -0.64209, 6.74053], [-6.27000, -0.30908, 4.67085], [-7.78882, -0.07508, 2.71713], [-6.88097, -0.20368, 0.39673], [-3.29447, -1.13529, -0.21587], [-3.44102, 1.23373, -0.61661], [-3.71955, 0.37711, -2.14844], [-5.09174, 1.09426, -1.27040], [-5.04755, -2.74730, -0.50638], [-6.12487, -1.54907, -1.27085], [-4.61623, -2.04509, -2.07529], [0.37142, -0.62251, -0.18386], [-1.54755, -1.64677, -1.42385], [-0.76520, -0.33356, -2.32055], [-0.44351, -2.03230, -2.76432], [2.72240, -1.16020, -0.80199], [2.14310, -1.66138, -2.42624], [1.94067, 0.01533, -1.86826], [2.18302, -3.55394, -1.44125], [1.79475, -5.89608, -0.70583], [0.02082, -6.41794, 0.97288], [-2.12486, -3.80642, 2.54614], [-0.18734, -4.67466, 3.91127], [-1.71801, -5.48780, 4.29986], [-0.51575, -6.30524, 3.27855], [-3.17228, -5.17180, 0.82307], [-2.21275, -6.59257, 1.32062], [-3.43736, -5.90723, 2.41782], [1.11308, -2.71599, 3.02748], [4.98545, -1.07044, 2.24613], [1.45695, 1.29043, 1.46509], [-0.33018, 1.85416, 2.57859], [-2.25260, 2.07706, 2.38568], [-4.91468, 9.08018, 3.57104], [-4.98635, 7.92105, 2.70123], [-3.97155, 7.01839, 2.80571], [-4.04478, 5.84736, 2.00071], [-3.03339, 4.91868, 2.03014], [-1.87529, 5.10984, 2.82499], [-0.66562, 4.34704, 2.58676], [0.44268, 4.42289, 3.53667], [1.66860, 4.41866, 2.80220], [2.84896, 4.86469, 3.38815], [2.82499, 5.28065, 4.71852], [1.64550, 5.19835, 5.47749], [0.46760, 4.70955, 4.90091], [1.34556, 4.30440, 1.39284], [-0.07706, 4.27324, 1.25136], [-0.63521, 4.46411, -0.00742], [0.20150, 4.81338, -1.07550], [1.59440, 4.87869, -0.91167], [2.17381, 4.60336, 0.32349], [-1.86106, 6.24800, 3.67999], [-2.85713, 7.20123, 3.65664], [-5.86173, 9.60002, 3.42676], [-4.80191, 8.78035, 4.62506], [-4.06924, 9.71936, 3.27488], [-4.92448, 5.71116, 1.37860], [-3.09941, 4.02036, 1.41567], [3.75401, 4.91420, 2.78958], [3.73265, 5.68940, 5.17086], [1.64055, 5.53928, 6.51472], [-0.43610, 4.55745, 5.49211], [-1.70953, 4.34662, -0.14409], [-0.23952, 5.06703, -2.04174], [2.21981, 5.18855, -1.75177], [3.24938, 4.67113, 0.48111], [-0.99465, 6.44934, 4.30565], [-2.77707, 8.08451, 4.30216]], "atomic_forces_ev_per_a": [[-0.1, -0.3, -0.2], [0.2, 0.5, 0.0], [0.0, 0.1, 0.0], [0.3, 0.0, 0.0], [-0.3, 0.0, -0.2], [0.0, 0.2, -0.1], [-0.3, 0.0, 0.3], [0.2, 0.5, -0.2], [0.4, 0.0, 0.4], [-0.1, 0.2, -0.1], [-0.1, 0.0, 0.1], [-0.6, -0.7, 0.0], [1.4, -0.8, 0.4], [2.0, 0.6, -0.3], [-3.0, 2.0, 0.0], [0.1, -1.1, -0.4], [-0.1, 0.2, 0.2], [0.3, 0.4, 0.7], [-0.1, -0.4, -0.2], [0.0, 0.1, -0.2], [-0.4, -0.2, 0.0], [0.1, -0.1, 0.2], [0.1, 0.1, -0.3], [0.2, -0.3, 0.4], [0.1, 0.4, 0.0], [0.1, -0.1, 0.1], [0.1, -0.1, -0.2], [0.0, -1.9, -0.2], [1.3, 0.0, 0.3], [-0.3, 0.5, -0.3], [0.0, 0.0, 0.3], [0.2, -1.3, 0.3], [-1.0, 0.4, 0.5], [-0.1, 0.1, -1.1], [0.8, 1.1, 0.3], [-0.2, -0.2, -0.2], [0.1, 0.1, 0.3], [0.6, 0.9, -0.4], [0.3, -0.3, 1.3], [0.1, -0.8, -0.8], [-1.2, 0.2, 0.0], [-0.5, -0.5, 0.0], [-0.9, 1.5, 0.0], [-0.4, -1.9, -0.2], [-0.1, 0.0, 0.2], [-0.1, 0.2, -0.1], [0.2, 0.1, 0.0], [0.0, -0.1, 0.1], [0.0, -0.2, 0.0], [0.2, 0.1, -0.1], [-0.2, 0.0, -0.2], [0.1, -0.1, -0.5], [0.5, 0.0, -0.1], [0.3, -0.2, 0.4], [-0.1, 0.1, -0.2], [-0.1, -0.1, -0.1], [-0.1, 0.0, 0.2], [0.2, -0.1, 0.0], [-0.1, 0.2, -0.2], [0.2, -0.1, 0.0], [-0.1, 0.1, 0.2], [0.0, -0.2, -0.2], [0.3, 0.1, -0.2], [0.2, -0.1, 0.1], [-0.1, 0.2, 0.2], [-0.2, 0.0, -0.3], [0.0, 0.2, 0.2], [-0.1, -0.3, 0.0], [-0.4, -0.2, 0.1], [-0.1, 0.2, 0.2], [0.1, 0.5, -0.3], [0.2, -0.4, 0.1], [-0.1, -0.2, 0.0], [0.1, 0.0, -0.1], [0.0, 0.2, 0.1], [0.1, -0.2, 0.1], [-0.2, 0.2, 0.1], [0.1, 0.0, -0.1], [0.1, 0.1, -0.3], [-0.1, 0.0, -0.1], [0.2, -0.1, -0.1], [-0.4, 0.3, 0.1], [0.2, 0.2, 0.4], [0.1, -0.2, -0.2], [1.1, -0.7, 0.5], [-0.2, 0.5, 0.1], [-0.2, 0.3, 0.3], [0.0, 0.2, -0.3], [-0.2, -0.6, 0.1], [0.3, 2.5, 0.6], [1.0, -0.6, -0.3], [-0.2, 0.7, 1.4], [-0.5, -0.5, -0.4], [-0.3, 0.0, 0.4], [0.1, -0.2, -0.1], [-0.2, 0.0, 0.2], [-0.7, 0.5, -1.1], [1.1, -0.7, -0.6], [0.0, 0.0, -0.1], [0.2, -0.1, 0.0], [-0.6, 0.0, -0.4], [-0.1, -0.3, 0.4], [0.3, -0.2, 0.0], [-0.5, 0.0, 0.0], [0.2, -0.1, 0.0], [-0.1, 0.1, -0.4], [-0.3, -0.2, 0.1], [0.1, 0.0, 0.1], [-0.1, 0.2, 0.2], [-0.1, 0.1, 0.2], [-0.3, -0.2, -0.1], [0.0, -0.3, -0.3], [0.2, 0.2, 0.0], [0.3, 0.3, -0.2], [0.2, -0.2, 0.3], [-0.2, -0.2, 0.3], [-0.2, 0.0, -0.2], [-0.2, -0.1, -0.3], [0.0, -0.5, -0.4]], "e_homo_ha": -0.318, "total_charge": 1}

The records above give, respectively, energy values of -726.7956 -2966.6409 Ha.